No. 1
DFT (ωB97M-V/def2-TZVPD) results for a structure of composition C35H37AsFeN5OS2Se.

Structure (XYZ):
```
83
Properties=species:S:1:pos:R:3:lowdin_charge:R:1
Fe -0.822 0.027 -0.326 0.6257
S -0.478 2.568 -0.587 0.6384
C -2.136 2.897 -0.865 -1.1452
S -3.116 1.496 -0.791 0.5661
C -2.639 4.163 -1.165 -0.4100
C -4.020 4.371 -1.424 -0.3001
N -5.136 4.575 -1.645 0.0995
C -1.807 5.313 -1.214 -0.2901
N -1.163 6.270 -1.271 0.1041
C -2.963 -3.934 -1.236 -0.2004
As -3.265 -2.051 -1.057 0.9880
C -3.880 -1.742 0.730 -0.2103
C -4.709 -1.591 -2.235 -0.2061
O -1.972 -1.131 -1.530 -0.6088
H -3.923 -4.452 -1.242 0.0337
H -2.344 -4.289 -0.415 -0.0036
H -2.424 -4.118 -2.164 0.0472
H -4.834 -2.255 0.859 0.0377
H -3.989 -0.668 0.884 0.0048
H -3.135 -2.119 1.429 0.0353
H -5.582 -2.214 -2.043 0.0316
H -4.367 -1.725 -3.260 0.0386
H -4.942 -0.539 -2.071 0.0160
Se 0.513 -4.981 0.806 0.3273
C 0.063 -3.249 0.526 -0.9498
N -0.239 -2.140 0.363 0.0210
N -3.785 0.655 9.306 0.1208
C -3.442 0.592 8.209 -0.2084
C -3.016 0.509 6.842 -0.2583
C -3.676 1.244 5.856 -0.0393
C -3.266 1.159 4.541 -0.0186
C -2.189 0.339 4.173 -0.2416
C -1.534 -0.391 5.177 -0.0222
C -1.940 -0.309 6.493 -0.0411
C -1.774 0.247 2.816 -0.1242
C -1.422 0.165 1.653 -0.1089
H -4.507 1.881 6.131 0.1123
H -3.766 1.732 3.771 0.1209
H -0.703 -1.023 4.897 0.1177
H -1.428 -0.876 7.260 0.1116
C -1.205 0.805 -5.297 -0.0535
C 0.060 0.418 -4.574 -0.2812
C 1.224 0.104 -5.277 -0.0568
C 2.376 -0.201 -4.566 -0.2970
C 3.659 -0.526 -5.290 -0.0722
C 2.368 -0.212 -3.177 -0.0126
C 1.204 0.068 -2.421 -0.2700
C 0.064 0.403 -3.195 -0.0370
N 1.082 0.059 -1.056 -0.0690
C 2.252 0.065 -0.179 -0.4449
C 3.199 1.241 -0.503 -0.0794
C 4.373 1.285 0.479 -0.2915
C 5.135 -0.044 0.431 -0.1279
C 4.203 -1.192 0.832 -0.2880
C 3.675 -0.949 2.247 -0.1241
C 2.902 0.371 2.266 -0.2821
C 3.845 1.517 1.896 -0.1277
C 1.752 0.302 1.258 -0.1295
C 3.029 -1.271 -0.150 -0.0727
H -1.073 0.749 -6.380 0.0616
H -1.505 1.822 -5.040 0.0817
H -2.030 0.148 -5.016 0.0705
H 1.232 0.116 -6.362 0.0928
H 3.522 -0.477 -6.372 0.0605
H 4.012 -1.529 -5.040 0.0712
H 4.453 0.175 -5.020 0.0708
H 3.298 -0.456 -2.690 0.0824
H -0.855 0.702 -2.707 0.0522
H 2.618 2.167 -0.447 0.1164
H 3.579 1.174 -1.522 0.1034
H 5.046 2.103 0.199 0.1312
H 5.997 -0.005 1.109 0.1094
H 5.523 -0.214 -0.580 0.1144
H 4.754 -2.139 0.804 0.1331
H 4.505 -0.915 2.964 0.1109
H 3.016 -1.773 2.540 0.1201
H 2.485 0.543 3.263 0.1359
H 4.677 1.571 2.610 0.1105
H 3.308 2.469 1.939 0.1196
H 1.178 1.234 1.290 0.0839
H 1.076 -0.508 1.540 0.0779
H 2.338 -2.062 0.148 0.0922
H 3.404 -1.542 -1.135 0.1029
```

The net charge is -2. For the LUMO energy (spin up / spin down), the calculation gives 4.0 / 3.8 eV. The value obtained for the highest occupied orbital energy (spin up / spin down) is -2.19 / -2.00 eV. The calculation puts the orbital gap (spin up / spin down) at 0.22598 / 0.21481 Ha. The expectation value of S² is 8.7653. As for the spin multiplicity: 6.

=====

No. 2
DFT (ωB97M-V/def2-TZVPD) results for a cluster of 9 separate species, C27H72O9 in total in a non-equilibrium geometry.

Structure (XYZ):
```
108
Properties=species:S:1:pos:R:3:lowdin_charge:R:1
C 6.196 10.007 -21.091 -0.0355
C 5.319 11.065 -20.446 -0.4741
C 4.590 10.503 -19.246 -0.0481
O 6.090 12.174 -19.978 -0.0637
H 6.793 9.452 -20.369 0.0665
H 6.892 10.490 -21.784 0.0714
H 5.564 9.359 -21.695 0.0449
H 4.570 11.382 -21.183 0.1243
H 3.994 9.652 -19.582 0.0723
H 3.904 11.150 -18.701 0.0770
H 5.348 10.187 -18.522 0.0523
H 6.253 12.773 -20.717 0.0607
C 5.364 15.309 -17.420 -0.0446
C 4.181 14.350 -17.577 -0.4615
C 3.633 14.328 -19.003 -0.0572
O 4.590 13.037 -17.204 -0.0761
H 6.003 15.337 -18.301 0.0774
H 5.904 15.038 -16.513 0.0592
H 5.018 16.338 -17.259 0.0788
H 3.360 14.651 -16.926 0.1349
H 3.109 15.248 -19.284 0.0808
H 2.872 13.543 -19.046 0.0826
H 4.395 14.170 -19.765 0.0625
H 5.032 12.629 -17.961 0.0401
C 11.225 10.493 -23.812 -0.0662
C 10.480 9.175 -23.846 -0.5125
C 9.008 9.346 -23.623 -0.0633
O 10.678 8.484 -25.067 -0.0334
H 10.859 11.189 -24.581 0.0837
H 12.307 10.442 -23.948 0.0770
H 11.011 11.036 -22.884 0.0751
H 10.879 8.599 -22.996 0.1336
H 8.580 10.234 -24.103 0.0754
H 8.779 9.415 -22.561 0.0539
H 8.492 8.495 -24.069 0.0859
H 11.572 8.658 -25.377 0.0842
C 6.294 10.463 -16.166 -0.0613
C 7.259 11.593 -15.879 -0.4252
C 6.810 12.501 -14.754 -0.0398
O 8.525 10.922 -15.500 -0.0858
H 6.757 9.840 -16.932 0.0750
H 5.347 10.829 -16.569 0.0585
H 6.128 9.935 -15.230 0.0901
H 7.528 12.142 -16.780 0.1215
H 7.660 12.844 -14.154 0.0819
H 6.165 11.964 -14.056 0.0879
H 6.328 13.401 -15.131 0.0564
H 8.671 11.120 -14.570 0.0790
C 2.645 5.498 -16.780 -0.0616
C 2.934 6.987 -16.734 -0.4870
C 4.124 7.429 -17.564 -0.0564
O 1.721 7.700 -17.055 -0.0498
H 1.779 5.264 -16.166 0.0772
H 3.506 4.963 -16.366 0.0788
H 2.522 5.106 -17.792 0.0817
H 3.194 7.206 -15.689 0.1337
H 4.980 6.790 -17.327 0.0785
H 4.449 8.419 -17.238 0.0557
H 3.950 7.424 -18.638 0.0745
H 1.634 8.439 -16.450 0.0815
C 9.630 10.374 -19.278 -0.0613
C 10.762 10.798 -18.376 -0.4718
C 10.651 12.266 -17.981 -0.0560
O 10.733 9.951 -17.212 -0.0676
H 9.618 9.298 -19.443 0.0694
H 9.647 10.889 -20.254 0.0774
H 8.656 10.730 -18.924 0.0666
H 11.755 10.646 -18.801 0.1330
H 11.098 12.427 -16.995 0.0837
H 9.620 12.621 -17.890 0.0657
H 11.179 12.932 -18.666 0.0755
H 10.009 10.302 -16.673 0.0384
C 4.382 9.031 -24.222 -0.0662
C 3.217 8.220 -23.657 -0.4835
C 3.148 8.310 -22.119 -0.0447
O 1.993 8.601 -24.272 -0.0429
H 5.369 8.591 -24.039 0.0781
H 4.460 10.036 -23.793 0.0702
H 4.322 9.035 -25.313 0.0827
H 3.424 7.178 -23.913 0.1352
H 3.951 7.701 -21.707 0.0681
H 2.136 8.053 -21.822 0.0861
H 3.398 9.349 -21.887 0.0527
H 1.984 9.563 -24.305 0.0863
C 6.241 13.135 -25.060 -0.0496
C 6.692 13.535 -23.663 -0.4714
C 7.046 15.021 -23.544 -0.0446
O 5.687 13.164 -22.712 -0.0714
H 5.197 13.412 -25.224 0.0836
H 6.386 12.069 -25.222 0.0727
H 6.830 13.652 -25.822 0.0786
H 7.583 12.948 -23.435 0.1316
H 7.697 15.157 -22.679 0.0783
H 6.165 15.646 -23.396 0.0809
H 7.591 15.332 -24.433 0.0766
H 4.885 13.657 -22.918 0.0979
C 8.960 5.321 -19.839 -0.0647
C 7.835 5.826 -20.731 -0.4683
C 6.789 6.583 -19.920 -0.0651
O 8.384 6.713 -21.722 -0.0647
H 9.817 4.996 -20.434 0.0808
H 8.636 4.468 -19.238 0.0811
H 9.352 6.093 -19.169 0.0798
H 7.411 4.956 -21.229 0.1374
H 7.190 7.336 -19.240 0.0760
H 6.279 5.842 -19.295 0.0789
H 6.120 7.054 -20.637 0.0603
H 8.961 7.318 -21.243 0.0670
```

The net charge is 0. For the LUMO energy, the calculation gives 0.3 eV. The value obtained for the highest occupied orbital energy is -9.71 eV. The calculation puts the orbital gap at 0.36927 Ha. As for the SMILES: CC(C)O.CC(C)O.CC(C)O.CC(C)O.CC(C)O.CC(C)O.CC(C)O.CC(C)O.CC(C)O.

=====

No. 3
DFT (ωB97M-V/def2-TZVPD) results for a cluster of 12 separate species, C25H49N5O32S4 in total in a non-equilibrium geometry.

Structure (XYZ):
```
115
Properties=species:S:1:pos:R:3:lowdin_charge:R:1
C -0.043 -5.119 -2.292 0.0495
N -1.211 -5.471 -3.129 -0.4428
O -1.448 -6.639 -3.339 0.0771
O -1.936 -4.580 -3.522 0.0384
H -0.268 -4.215 -1.736 0.0722
H 0.792 -5.078 -2.980 0.0939
H -0.018 -5.873 -1.508 0.1092
C -4.788 1.932 -5.062 0.0595
N -3.535 1.142 -4.990 -0.4410
O -3.441 0.303 -4.115 0.0313
O -2.756 1.276 -5.910 0.0864
H -4.707 2.705 -5.812 0.1004
H -4.840 2.372 -4.063 0.0996
H -5.597 1.220 -5.188 0.1071
C -4.250 -2.317 -2.366 0.0419
N -4.309 -2.188 -0.906 -0.4256
O -5.361 -2.217 -0.336 0.1096
O -3.286 -1.743 -0.417 0.0329
H -3.340 -2.738 -2.776 0.0799
H -4.271 -1.262 -2.661 0.0699
H -5.140 -2.636 -2.905 0.1087
C 5.047 -3.986 -0.756 0.0471
N 3.755 -3.366 -1.115 -0.4354
O 2.787 -4.111 -1.066 0.0486
O 3.736 -2.190 -1.387 0.0842
H 5.167 -4.915 -1.299 0.1000
H 4.965 -4.142 0.320 0.1064
H 5.826 -3.250 -0.923 0.0966
C 0.336 3.663 -1.474 0.0462
N 0.220 5.144 -1.606 -0.4096
O -0.742 5.601 -2.212 0.0694
O 0.960 5.818 -0.901 0.0570
H 1.093 3.356 -2.189 0.1165
H -0.659 3.252 -1.600 0.0784
H 0.648 3.489 -0.449 0.0567
O 1.857 -1.832 -3.822 0.1212
C 1.423 -2.252 -4.853 -0.4651
O 0.830 -3.453 -4.937 -0.0058
C 0.886 -4.053 -6.224 -0.1453
C 1.127 -2.860 -7.165 -0.1305
C 1.656 -1.737 -6.264 -0.0584
H -0.033 -4.613 -6.407 0.1255
H 1.633 -4.853 -6.194 0.1271
H 0.146 -2.573 -7.543 0.1137
H 1.738 -3.126 -8.024 0.1150
H 1.162 -0.797 -6.502 0.1239
H 2.722 -1.523 -6.349 0.1282
O 3.737 -0.709 4.697 0.1336
C 4.118 -0.398 3.608 -0.4571
O 5.302 0.279 3.503 0.0299
C 5.661 0.569 2.179 -0.1736
C 4.787 -0.374 1.337 -0.1483
C 3.568 -0.657 2.213 -0.0576
H 6.716 0.443 1.940 0.1256
H 5.429 1.604 1.905 0.1031
H 5.353 -1.306 1.221 0.1032
H 4.620 -0.004 0.327 0.1092
H 3.192 -1.675 2.192 0.1285
H 2.833 0.103 1.952 0.0888
O -2.444 -4.011 4.524 0.1049
C -1.767 -3.020 4.598 -0.4878
O -1.077 -2.676 5.693 0.0510
C -0.197 -1.596 5.389 -0.1404
C -0.789 -0.904 4.152 -0.1486
C -1.555 -2.034 3.439 -0.0458
H 0.847 -1.851 5.192 0.1221
H -0.196 -0.917 6.241 0.1212
H -0.024 -0.347 3.614 0.0860
H -1.427 -0.075 4.467 0.0929
H -0.952 -2.551 2.696 0.1209
H -2.532 -1.694 3.114 0.1160
C -1.277 3.150 4.246 -0.1489
C -2.715 3.660 4.435 -0.1922
O -3.220 2.988 5.548 -0.1683
S -2.040 2.658 6.606 0.6357
O -2.016 1.239 6.794 -0.2292
O -2.132 3.549 7.703 -0.2096
O -0.839 3.073 5.620 -0.1962
H -0.648 3.863 3.729 0.1182
H -1.204 2.123 3.887 0.1108
H -3.243 3.567 3.492 0.0982
H -2.678 4.740 4.619 0.1417
C -3.863 1.010 0.854 -0.1053
C -3.750 1.508 -0.575 -0.1596
O -2.681 2.440 -0.558 -0.2367
S -2.626 3.295 0.851 0.6501
O -3.631 4.315 0.762 -0.2117
O -1.308 3.579 1.317 -0.2142
O -3.275 2.070 1.666 -0.2208
H -3.236 0.163 1.113 0.1100
H -4.868 0.822 1.220 0.1407
H -4.600 2.109 -0.905 0.1340
H -3.493 0.738 -1.298 0.1074
C -0.422 -0.467 -1.744 -0.1275
C 0.051 -1.659 -0.893 -0.1665
O 0.644 -1.152 0.301 -0.1867
S 0.599 0.479 0.358 0.6398
O 1.817 1.024 -0.178 -0.2308
O 0.121 0.880 1.650 -0.2167
O -0.594 0.531 -0.726 -0.2155
H -1.323 -0.629 -2.330 0.1190
H 0.331 -0.242 -2.503 0.1166
H 0.868 -2.210 -1.361 0.0942
H -0.793 -2.311 -0.671 0.1077
C 3.152 3.817 1.103 -0.1499
C 2.118 4.770 1.718 -0.1766
O 2.383 4.822 3.114 -0.1797
S 3.016 3.391 3.568 0.6623
O 1.983 2.391 3.549 -0.2241
O 3.864 3.587 4.689 -0.1912
O 3.897 3.243 2.195 -0.2179
H 3.830 4.197 0.342 0.1359
H 2.669 2.970 0.607 0.0848
H 1.127 4.376 1.507 0.0949
H 2.269 5.774 1.338 0.1261
```

The net charge is 0. For the LUMO energy, the calculation gives -1.0 eV. The value obtained for the highest occupied orbital energy is -9.54 eV. The calculation puts the orbital gap at 0.31507 Ha. As for the SMILES: C[N+](=O)[O-].C[N+](=O)[O-].C[N+](=O)[O-].C[N+](=O)[O-].C[N+](=O)[O-].O=S1(=O)OCCO1.O=S1(=O)OCCO1.O=S1(=O)OCCO1.O=S1(=O)OCCO1.O=C1CCCO1.O=C1CCCO1.O=C1CCCO1.

=====

So what do the calculations give for ΔE to the lowest compared entry with this formula, charge and spin? Going down the list: 0.1055 1.7740 0.0000 eV.
So what do the calculations give for molecular weight? Going down the list: 817.58 540.86 1059.94 g/mol.